Entry 1:
Molecular formula: C90H223N9O26
Method: DFT, the ωB97M-V functional and the def2-TZVPD basis

Output
Net charge: 0

Last column: Mulliken charge in e.
Cartesian coordinates (Å):
C -2.947 -7.622 3.084  -0.8225
C -2.916 -6.365 3.955  0.1927
O -2.658 -6.681 5.315  -0.6673
H -3.720 -8.327 3.393  0.4781
H -1.964 -8.093 3.084  0.2249
H -3.253 -7.326 2.081  -0.1705
H -3.924 -5.957 3.887  0.5129
H -2.331 -5.497 3.649  -0.1023
H -2.766 -5.894 5.854  0.4318
C 3.576 5.955 1.741  -0.0675
C 3.850 7.351 1.143  -0.7463
O 3.201 7.581 -0.056  -0.2846
H 2.524 5.675 1.792  -0.1360
H 3.947 5.885 2.763  0.5002
H 4.115 5.232 1.130  -0.1119
H 4.928 7.495 1.064  0.3402
H 3.588 8.177 1.804  0.3899
H 3.338 8.522 -0.188  0.1440
C 6.283 3.701 -5.476  -0.2582
C 7.605 3.163 -5.073  -0.4160
O 8.093 3.970 -4.036  -0.4966
H 5.550 3.573 -4.679  -0.3243
H 5.950 3.274 -6.422  0.4183
H 6.420 4.765 -5.673  0.3129
H 8.289 3.196 -5.921  0.5301
H 7.592 2.181 -4.599  0.0817
H 8.984 4.227 -4.285  0.2644
C -1.399 1.617 5.773  0.5500
C -1.098 2.905 6.532  -0.4351
O -0.729 2.554 7.880  -0.6162
H -2.194 1.048 6.255  0.2750
H -0.539 0.949 5.728  -0.2315
H -1.782 1.764 4.763  -0.4002
H -2.028 3.458 6.397  0.4931
H -0.274 3.421 6.038  0.1055
H 0.046 2.024 7.679  0.3584
C -6.063 -3.788 1.728  -1.0227
C -5.627 -3.724 0.285  0.5953
O -4.285 -3.618 0.164  0.5603
H -5.454 -4.440 2.353  -0.1496
H -7.104 -4.091 1.833  0.4470
H -5.878 -2.764 2.054  0.0647
H -6.172 -2.949 -0.253  -0.1304
H -5.882 -4.665 -0.202  0.0539
H -4.096 -4.015 -0.689  -0.4247
C -7.233 -0.297 3.842  -1.1817
C -5.983 -0.974 4.482  0.3870
O -6.288 -2.292 4.633  -0.5024
H -7.899 0.067 4.624  0.4133
H -7.833 -1.001 3.267  0.3030
H -6.992 0.589 3.255  0.2351
H -5.715 -0.515 5.433  0.6573
H -5.096 -0.742 3.893  -0.5415
H -6.706 -2.342 5.496  0.2911
C -2.555 -2.268 6.741  -0.6423
C -3.583 -3.363 6.510  0.2021
O -3.157 -4.618 7.001  -0.5453
H -1.600 -2.523 6.280  0.0213
H -2.263 -2.268 7.791  0.4559
H -2.809 -1.266 6.395  0.0122
H -3.731 -3.392 5.431  -0.0214
H -4.527 -3.072 6.970  0.2477
H -3.328 -4.652 7.945  0.2932
C 4.403 2.828 3.357  -0.9733
C 3.201 3.217 4.205  -0.1327
O 2.636 2.006 4.726  0.0414
H 4.830 3.712 2.883  0.4826
H 4.191 2.161 2.521  -0.2230
H 5.203 2.345 3.919  0.3997
H 2.550 3.873 3.628  0.0621
H 3.665 3.749 5.035  0.4943
H 2.370 1.405 4.025  -0.2296
C -3.394 1.311 2.742  -1.6630
C -4.120 0.881 1.555  1.6421
O -4.386 1.986 0.729  0.1405
H -3.966 1.951 3.413  0.6746
H -2.482 1.805 2.405  -0.1185
H -3.031 0.407 3.231  0.4334
H -5.032 0.356 1.839  -0.2868
H -3.622 0.088 0.996  -0.7161
H -4.985 1.692 0.039  -0.0957
C 6.004 2.364 -1.800  -0.8263
C 5.625 1.939 -0.398  0.9876
O 6.748 1.344 0.185  -0.5963
H 6.827 3.078 -1.748  0.4227
H 5.192 2.908 -2.282  -0.0765
H 6.320 1.557 -2.460  0.0621
H 4.750 1.291 -0.338  -0.2156
H 5.366 2.858 0.129  -0.2583
H 6.910 0.509 -0.260  0.3711
C -7.979 0.965 -0.395  -1.3581
C -6.799 0.061 -0.910  0.4771
O -5.751 0.871 -1.415  -0.3554
H -8.893 0.441 -0.115  0.3982
H -8.296 1.541 -1.265  0.3748
H -7.652 1.681 0.359  0.2544
H -7.202 -0.583 -1.692  0.4642
H -6.368 -0.621 -0.177  -0.4112
H -5.939 1.130 -2.320  0.2069
C 2.266 2.184 9.563  -1.2559
C 2.559 2.592 8.072  -0.1135
O 1.819 1.716 7.256  -0.5265
H 2.781 1.253 9.802  0.2947
H 1.223 2.106 9.868  0.2863
H 2.762 2.822 10.294  0.3927
H 3.587 2.392 7.768  0.3418
H 2.443 3.642 7.803  0.2574
H 2.071 1.767 6.331  0.4235
C 3.494 -7.651 1.669  -2.0378
C 2.297 -7.094 2.555  1.5798
C 1.592 -8.397 3.134  -1.7064
C 0.671 -8.243 4.352  0.8529
C 1.531 -7.636 5.422  -1.9763
C 2.149 -6.256 5.011  2.1405
N 2.873 -6.384 3.737  0.0062
O 3.701 -5.330 3.346  0.0326
C 1.086 -5.197 5.005  -0.1851
C 3.236 -5.927 6.069  -2.0032
C 1.313 -6.259 1.748  0.0612
H 3.188 -8.235 0.800  0.4000
H 4.272 -8.239 2.155  0.4365
H 4.037 -6.834 1.196  0.4203
H 0.944 -8.697 2.310  0.6079
H 2.354 -9.140 3.371  0.3587
H 0.151 -9.156 4.642  0.4719
H -0.142 -7.580 4.059  -0.9223
H 2.272 -8.346 5.790  0.3675
H 0.992 -7.402 6.340  0.6267
H 1.524 -4.297 4.573  -0.6249
H 0.226 -5.434 4.379  -0.7161
H 0.775 -4.908 6.009  0.7286
H 2.976 -6.184 7.095  0.4195
H 4.108 -6.550 5.867  0.4794
H 3.501 -4.870 6.083  0.2431
H 0.258 -6.337 2.011  -0.6206
H 1.325 -6.477 0.680  0.6324
H 1.648 -5.234 1.908  -0.6173
H 4.614 -5.600 3.471  0.2668
C 2.644 4.891 -4.683  -0.6104
C 3.091 6.284 -4.220  1.8184
C 3.402 7.259 -5.399  -1.5375
C 2.266 7.673 -6.244  -0.5557
C 1.310 8.409 -5.279  -1.6433
C 0.915 7.663 -3.966  1.9257
N 2.099 6.943 -3.331  -0.0369
O 1.885 6.301 -2.123  0.5980
C 0.458 8.746 -2.979  -1.4658
C -0.235 6.661 -4.158  -1.4159
C 4.443 6.177 -3.443  -2.0041
H 2.408 4.168 -3.903  -0.0400
H 3.379 4.393 -5.315  0.3702
H 1.733 4.996 -5.273  -0.2961
H 3.779 8.214 -5.032  0.3451
H 4.212 6.878 -6.020  0.4819
H 1.764 6.820 -6.701  0.2333
H 2.684 8.297 -7.034  0.4484
H 0.373 8.449 -5.834  0.3532
H 1.615 9.447 -5.141  0.4177
H 0.402 8.209 -2.032  0.0133
H 1.116 9.615 -2.962  0.4681
H -0.540 9.136 -3.178  0.4034
H -1.247 7.066 -4.145  0.5589
H -0.062 6.065 -5.054  0.1194
H -0.099 5.907 -3.382  -0.0504
H 4.634 7.092 -2.883  0.4684
H 5.285 5.969 -4.104  0.4106
H 4.395 5.442 -2.639  0.1434
H 2.430 6.763 -1.481  0.1081
C 5.712 -0.710 -4.519  -1.7448
C 4.668 -1.767 -4.810  2.4918
C 3.785 -1.902 -3.545  -2.0800
C 2.785 -0.765 -3.331  0.7540
C 1.916 -0.645 -4.636  -1.5907
C 2.729 -0.511 -6.012  2.5412
N 3.823 -1.513 -6.035  0.3172
O 4.578 -1.468 -7.238  -0.4847
C 1.655 -0.801 -7.095  -1.8875
C 3.215 0.933 -6.118  -1.6362
C 5.346 -3.112 -5.081  -2.0003
H 6.551 -1.089 -3.935  0.5245
H 5.265 0.125 -3.979  -0.1874
H 6.175 -0.311 -5.422  0.5464
H 3.301 -2.879 -3.563  0.3131
H 4.442 -1.832 -2.678  0.4955
H 3.217 0.226 -3.190  0.0244
H 2.094 -0.969 -2.513  -0.1517
H 1.239 0.194 -4.476  0.2465
H 1.170 -1.423 -4.800  0.1792
H 0.639 -0.528 -6.811  0.2709
H 1.836 -0.304 -8.049  0.4253
H 1.607 -1.856 -7.362  0.4359
H 2.359 1.608 -6.093  0.2144
H 3.814 1.292 -5.282  -0.0467
H 3.854 0.989 -7.000  0.5647
H 4.771 -3.706 -5.792  0.4063
H 5.474 -3.732 -4.194  0.3648
H 6.298 -2.981 -5.596  0.4155
H 4.192 -2.089 -7.860  0.3381
C -2.029 4.840 3.551  -1.8554
C -2.313 6.088 2.615  1.8419
C -0.912 6.811 2.347  -1.0240
C -1.021 7.927 1.346  -1.3724
C -1.425 7.304 -0.027  -0.2302
C -2.789 6.448 0.064  1.7576
N -2.808 5.614 1.307  1.2009
O -3.977 4.860 1.424  -0.5602
C -4.039 7.366 -0.062  -1.8530
C -2.714 5.507 -1.153  -1.9050
C -3.362 7.079 3.242  -2.0477
H -2.948 4.522 4.042  0.4299
H -1.247 5.020 4.289  0.5526
H -1.609 4.018 2.969  -0.0354
H -0.358 7.086 3.244  0.5649
H -0.264 6.017 1.976  0.1060
H -0.047 8.411 1.274  0.4733
H -1.694 8.691 1.733  0.4284
H -0.554 6.807 -0.456  -0.3709
H -1.652 8.179 -0.635  0.4074
H -4.953 6.773 -0.053  0.3410
H -4.166 8.094 0.739  0.3222
H -3.972 7.937 -0.988  0.4556
H -1.847 4.846 -1.142  0.0840
H -3.602 4.880 -1.080  0.5242
H -2.691 5.986 -2.132  0.3608
H -4.330 6.579 3.266  0.4267
H -3.551 8.033 2.750  0.2754
H -3.180 7.198 4.310  0.4654
H -3.649 3.958 1.433  0.1766
C -7.728 -4.738 -3.926  -0.7655
O -6.347 -4.559 -4.200  -0.3641
C -5.590 -5.511 -3.403  -0.9359
C -4.099 -5.208 -3.410  -0.4973
N -3.793 -4.152 -2.484  1.2612
C -4.286 -2.856 -2.874  -1.7259
C -3.398 -1.732 -2.218  0.8193
O -2.007 -2.022 -2.091  -0.2484
C -1.168 -1.071 -1.432  1.3793
H -7.913 -4.807 -2.854  0.2788
H -8.157 -5.679 -4.272  0.3399
H -8.313 -3.928 -4.363  0.2789
H -5.741 -6.485 -3.868  0.7060
H -5.950 -5.593 -2.377  0.1068
H -3.673 -4.946 -4.378  0.5546
H -3.566 -6.106 -3.098  -0.0508
H -2.795 -4.008 -2.546  -0.6127
H -5.336 -2.651 -2.666  0.3323
H -4.180 -2.674 -3.944  0.4935
H -3.838 -1.510 -1.246  -0.2496
H -3.515 -0.801 -2.772  0.4127
H -1.084 -0.108 -1.937  -0.0907
H -0.166 -1.495 -1.372  -1.0641
H -1.436 -0.912 -0.388  -0.2857
C 1.223 3.338 -0.989  -0.2264
O 0.661 2.235 -0.337  0.5992
C 1.550 1.737 0.660  -0.2481
C 0.860 0.718 1.609  -0.4055
N 1.838 0.064 2.478  1.0770
C 1.118 -0.788 3.466  1.7588
C 0.237 -1.951 2.941  -0.1200
O -0.879 -1.333 2.338  0.5581
C -2.006 -2.260 2.180  -0.1414
H 2.277 3.211 -1.236  0.2361
H 1.191 4.265 -0.418  0.0826
H 0.749 3.436 -1.966  -0.2335
H 1.902 2.549 1.296  0.0672
H 2.434 1.225 0.281  -0.5446
H 0.301 0.043 0.961  -0.3275
H 0.187 1.313 2.227  0.8428
H 2.242 -0.570 1.803  -0.5408
H 0.663 -0.185 4.252  -0.4477
H 1.868 -1.334 4.038  -1.2328
H -0.084 -2.476 3.840  0.4976
H 0.734 -2.663 2.280  -0.4643
H -2.496 -2.587 3.097  0.1046
H -1.649 -3.135 1.637  0.3492
H -2.715 -1.788 1.500  -0.8108
C -2.270 2.051 -2.326  0.4404
O -1.880 1.819 -3.718  -0.1375
C -1.419 2.991 -4.384  -0.1484
C -1.081 2.918 -5.899  -0.0582
N -2.314 3.086 -6.628  -0.1270
C -2.136 3.265 -8.061  -0.7333
C -1.868 1.867 -8.750  -0.1298
O -2.899 0.969 -8.490  -0.3397
C -4.240 1.255 -8.861  -0.7408
H -2.717 1.180 -1.847  -0.6257
H -3.145 2.695 -2.236  0.6157
H -1.394 2.370 -1.763  -0.1588
H -0.535 3.294 -3.822  -0.4366
H -2.098 3.817 -4.174  0.2919
H -0.501 1.998 -5.974  -0.2547
H -0.483 3.783 -6.183  0.4286
H -2.847 2.231 -6.560  0.2804
H -1.351 4.015 -8.155  0.3594
H -2.975 3.752 -8.558  0.3372
H -0.987 1.380 -8.332  -0.0646
H -1.595 1.888 -9.805  0.4165
H -4.290 1.357 -9.945  0.3200
H -4.717 2.119 -8.399  0.3044
H -4.963 0.450 -8.727  0.2615
C 0.105 -4.148 -3.296  -1.0188
O -0.894 -4.741 -2.574  -0.3714
C -0.420 -5.266 -1.309  -0.7052
C -1.520 -5.950 -0.551  1.3139
N -1.823 -7.110 -1.426  -0.5170
C -3.160 -7.731 -1.042  0.1353
C -3.591 -8.852 -2.051  -1.0327
O -3.992 -8.271 -3.308  -0.1687
C -4.480 -9.309 -4.251  -0.9718
H 0.476 -3.303 -2.715  -0.1376
H -0.211 -3.513 -4.124  0.5693
H 0.858 -4.868 -3.618  0.5188
H -0.162 -4.394 -0.707  -0.0441
H 0.397 -5.979 -1.419  0.6581
H -2.362 -5.282 -0.371  -0.8011
H -1.195 -6.255 0.444  0.1439
H -1.949 -6.738 -2.356  0.3981
H -4.005 -7.057 -0.900  -0.1469
H -3.058 -8.137 -0.035  0.3671
H -4.519 -9.285 -1.677  0.4649
H -2.837 -9.624 -2.201  0.4146
H -4.509 -8.896 -5.259  0.2759
H -5.510 -9.516 -3.959  0.3486
H -3.987 -10.280 -4.296  0.3498
C 2.887 -2.658 0.287  -1.0348
O 3.408 -1.799 1.244  -0.2836
C 4.710 -2.039 1.707  -0.6322
C 5.317 -0.926 2.600  -1.0428
N 4.526 -0.695 3.816  0.2331
C 4.526 -1.867 4.690  0.4068
C 3.983 -1.460 6.002  -0.2912
O 4.686 -2.106 7.051  -0.4878
C 5.875 -1.454 7.405  -0.7463
H 3.509 -2.686 -0.607  0.4406
H 1.869 -2.469 -0.054  0.2516
H 2.840 -3.709 0.573  0.1856
H 5.432 -2.243 0.916  0.4714
H 4.692 -2.969 2.275  -0.0987
H 5.490 -0.041 1.988  0.1109
H 6.349 -1.209 2.805  0.7033
H 3.599 -0.417 3.526  -0.2286
H 5.550 -2.236 4.739  0.6530
H 3.887 -2.631 4.247  -0.5360
H 2.985 -1.894 6.066  0.1295
H 3.854 -0.384 6.119  0.1785
H 5.734 -0.427 7.743  0.2192
H 6.593 -1.298 6.599  0.2996
H 6.409 -1.835 8.275  0.3513

---

Entry 2:
Molecular formula: C13H35N4O4
Method: DFT, the ωB97M-V functional and the def2-TZVPD basis

Output
Net charge: +1

Last column: Mulliken charge in e.
Cartesian coordinates (Å):
C 3.203 0.129 2.352  -0.6486
O 2.571 1.178 3.093  -0.3868
C 2.369 2.339 2.411  -0.4084
N 0.949 2.803 2.634  0.5706
N 0.652 2.895 4.048  -0.7888
C -0.086 2.182 1.756  -2.0592
C -0.292 0.689 1.988  2.5413
C -1.525 0.245 2.857  -1.4153
O -0.009 0.247 3.222  -0.4872
H 2.477 -0.367 1.712  0.1699
H 3.576 -0.581 3.073  0.3141
H 4.035 0.510 1.770  0.3980
H 3.016 3.148 2.746  0.3682
H 2.485 2.222 1.336  0.4262
H 0.976 3.782 2.349  0.4234
H -0.350 2.778 4.153  0.3449
H 1.093 2.089 4.484  0.3377
H -1.029 2.713 1.793  0.6163
H 0.299 2.250 0.743  0.4014
H -0.098 0.064 1.127  -0.5467
H -1.881 0.085 3.874  0.4953
H -1.925 1.292 2.861  0.3341
C -2.908 -0.265 -3.268  -1.4144
C -2.147 0.995 -2.871  0.1842
C -1.650 0.974 -1.420  0.2046
O -2.645 1.230 -0.441  -0.4226
C -3.432 0.106 -0.070  -0.6440
N -2.975 2.163 -3.172  -0.7142
H -3.914 -0.278 -2.851  0.3154
H -3.008 -0.312 -4.351  0.3894
H -2.386 -1.166 -2.938  0.2691
H -1.254 1.053 -3.502  0.4676
H -0.917 1.782 -1.305  0.1180
H -1.131 0.032 -1.197  -0.0582
H -2.836 -0.811 -0.077  0.2440
H -4.306 -0.018 -0.711  0.2960
H -3.782 0.289 0.946  0.2541
H -2.444 3.014 -3.016  0.2777
H -3.727 2.205 -2.490  0.3134
C 2.216 -3.944 -1.892  -1.4549
C 2.110 -2.487 -2.329  0.1234
C 1.949 -1.507 -1.160  -0.6509
O 0.648 -1.470 -0.592  -0.1428
C 0.372 -2.472 0.376  -0.8737
N 1.040 -2.366 -3.319  -0.6627
H 1.249 -4.349 -1.596  0.3005
H 2.580 -4.552 -2.717  0.3636
H 2.909 -4.060 -1.056  0.3502
H 3.048 -2.222 -2.825  0.4887
H 2.128 -0.495 -1.539  0.2570
H 2.698 -1.702 -0.380  0.3525
H 1.250 -2.697 0.988  0.3816
H 0.003 -3.392 -0.080  0.2583
H -0.419 -2.082 1.019  0.2395
H 1.026 -1.426 -3.704  0.2977
H 0.148 -2.459 -2.841  0.2908

---

Entry 3:
Molecular formula: C3H6ClN2S
Method: DFT, the ωB97M-V functional and the def2-TZVPD basis

Output
Net charge: +1
Relative energy (zero: lowest compared OMol25 entry of this formula, charge and spin) (kcal per mole): 62.8

Last column: Mulliken charge in e.
Cartesian coordinates (Å):
C 0.824 -0.111 -0.047  0.7282
C -4.026 0.914 -0.027  0.6672
C 1.958 -0.784 0.579  -1.2135
N 1.059 0.513 -1.251  -0.3930
N -0.314 -0.013 0.471  -0.5675
S -2.501 1.022 -0.109  0.1057
Cl -5.457 0.321 0.258  0.0615
H 1.729 -1.044 1.524  0.4034
H 2.766 -0.097 0.465  0.3304
H 2.208 -1.814 0.158  0.3034
H 1.663 0.176 -1.965  0.2192
H 0.346 1.203 -1.515  0.1459
H -0.254 -0.286 1.460  0.2091

---

Entry 4:
Molecular formula: FNO4P
Method: DFT, the ωB97M-V functional and the def2-TZVPD basis

Output
Net charge: -1
Relative energy (zero: lowest compared OMol25 entry of this formula, charge and spin) (kcal per mole): 63.6

Last column: Mulliken charge in e.
Cartesian coordinates (Å):
N -0.908 0.074 -0.549  0.5599
O 1.548 1.144 0.598  -0.6679
O 1.372 -0.854 -1.090  -0.6750
O 0.582 -1.061 1.317  -0.6813
O -1.429 0.787 -1.354  -0.3143
F -1.863 -0.419 0.429  -0.2062
P 1.058 -0.209 0.195  0.9848

---

Entry 5:
Molecular formula: C6H12O
Method: DFT, the ωB97M-V functional and the def2-TZVPD basis

Output
SMILES: CC[C@H]1C[C@]1(C)O
Net charge: 0
Relative energy (zero: lowest compared OMol25 entry of this formula, charge and spin) (kcal per mole): 40.4

Last column: Mulliken charge in e.
Cartesian coordinates (Å):
C -0.680 1.555 1.489  -1.0712
C -1.186 0.887 0.216  -0.6832
C -0.702 -0.580 0.130  -0.1185
C -0.684 -1.269 -1.185  -0.9537
C 0.676 -0.995 -0.525  0.7067
C 1.653 0.184 -0.562  -1.1673
O 1.311 -2.172 -0.064  -0.5388
H -0.891 2.630 1.528  0.3534
H 0.396 1.388 1.539  0.2329
H -1.142 1.098 2.374  0.3034
H -0.922 1.455 -0.688  0.3204
H -2.283 0.970 0.232  0.3681
H -1.063 -1.166 0.974  0.4236
H -1.078 -0.767 -2.051  0.2774
H -0.970 -2.314 -1.138  0.2844
H 2.660 0.091 -0.996  0.4113
H 1.834 0.333 0.504  0.2489
H 1.176 1.075 -0.975  0.2302
H 1.896 -2.402 -0.801  0.3721

---

no.,highest occupied orbital energy (eV),orbital gap (hartree),E_LUMO (eV)
1,-7.6,0.2941,0.445
2,-11.5,0.3077,-3.115
3,-13.4,0.2841,-5.634
4,-4.7,0.2357,1.728
5,-9.2,0.3778,1.041